Record 1
{
  "formula": "C42H64N12O7PS3Tl",
  "method": "wB97M-V/def2-TZVPD",
  "species": ["Tl", "C", "N", "C", "C", "N", "C", "C", "C", "C", "C", "C", "C", "C", "C", "N", "C", "N", "C", "C", "N", "C", "C", "C", "N", "C", "C", "H", "H", "H", "H", "H", "H", "H", "H", "H", "H", "H", "H", "H", "H", "H", "H", "H", "H", "H", "H", "H", "H", "H", "H", "H", "H", "H", "H", "H", "H", "C", "O", "C", "C", "C", "C", "C", "C", "N", "C", "C", "C", "C", "C", "C", "C", "O", "H", "H", "H", "H", "H", "H", "H", "H", "H", "H", "H", "H", "H", "C", "O", "P", "O", "C", "O", "C", "H", "H", "H", "H", "H", "H", "H", "H", "H", "N", "N", "N", "C", "N", "N", "H", "H", "H", "C", "O", "C", "S", "S", "H", "H", "H", "C", "S", "C", "O", "H", "H", "H", "H", "H", "H"],
  "positions_angstrom": [[0.114967, 0.173125, 0.101304], [-4.237798, 4.389281, -0.861828], [-4.618990, 2.994721, -0.910525], [-5.870772, 2.763189, -1.607028], [-3.757020, 1.952980, -0.621602], [-2.474865, 1.976141, -0.599310], [-1.718789, 2.986593, -1.197017], [-1.918624, 3.303679, -2.522630], [-1.160069, 4.297514, -3.167500], [-0.196415, 4.968574, -2.478494], [0.061498, 4.666837, -1.116030], [1.058168, 5.394380, -0.426301], [1.342518, 5.105370, 0.874607], [0.649329, 4.082848, 1.537954], [-0.360739, 3.369923, 0.926613], [-0.958646, 2.316861, 1.623946], [-1.435812, 2.463984, 2.812344], [-1.901976, 3.653741, 3.370185], [-1.336824, 4.094860, 4.633767], [-2.371342, 4.720280, 2.514569], [-1.584114, 1.374720, 3.618584], [-0.867551, 0.147428, 3.336122], [-2.615727, 1.271679, 4.629844], [-0.678352, 3.646931, -0.451840], [-4.408216, 0.769038, -0.279870], [-3.560325, -0.402253, -0.166090], [-5.378790, 0.848291, 0.805043], [-5.054760, 4.958830, -0.410182], [-4.039876, 4.796483, -1.858761], [-3.343587, 4.533054, -0.264567], [-5.839953, 3.234171, -2.596130], [-6.710611, 3.198066, -1.056515], [-6.042605, 1.699142, -1.732653], [-2.697994, 2.779380, -3.065226], [-1.352332, 4.525978, -4.209120], [0.390668, 5.744238, -2.954955], [1.602202, 6.163990, -0.959987], [2.122376, 5.644563, 1.398278], [0.932126, 3.805592, 2.546694], [-0.928331, 3.247783, 5.179968], [-2.104793, 4.572372, 5.248048], [-0.529462, 4.819031, 4.466990], [-2.803270, 4.287340, 1.615347], [-1.583799, 5.423577, 2.223132], [-3.153710, 5.272344, 3.042230], [0.095485, 0.369572, 2.878645], [-1.444546, -0.523063, 2.684464], [-0.659651, -0.372079, 4.270898], [-3.280592, 2.129317, 4.582387], [-2.183819, 1.207921, 5.632996], [-3.200582, 0.362570, 4.460229], [-2.933865, -0.515083, -1.045520], [-4.196897, -1.282842, -0.073468], [-2.901651, -0.346307, 0.710612], [-5.967986, 1.757808, 0.736149], [-4.876452, 0.836170, 1.782002], [-6.051966, -0.007900, 0.754503], [2.077005, -7.811217, -5.601822], [1.687014, -6.944068, -4.550022], [2.107238, -7.251687, -3.293891], [2.824618, -8.388724, -2.950950], [3.218157, -8.582159, -1.632195], [2.915329, -7.642867, -0.661180], [2.203757, -6.502697, -1.004123], [1.778829, -6.314290, -2.308435], [1.100281, -5.142973, -2.727426], [0.253189, -4.358790, -2.064076], [-0.501426, -4.585531, -0.924762], [-0.764684, -5.864810, -0.333428], [-1.529231, -5.973608, 0.776351], [-2.058452, -4.790796, 1.387495], [-1.865047, -3.561997, 0.858033], [-1.101277, -3.379491, -0.357985], [-0.918594, -2.255851, -0.868665], [3.164865, -7.880827, -5.670127], [1.681418, -7.374035, -6.513638], [1.653814, -8.809139, -5.467765], [3.080411, -9.123467, -3.700039], [3.774470, -9.472917, -1.372497], [3.238617, -7.784760, 0.360697], [1.971038, -5.756412, -0.255994], [1.395780, -4.787451, -3.626312], [0.156912, -3.380413, -2.523062], [-0.375565, -6.755867, -0.806309], [-1.747480, -6.942369, 1.204011], [-2.627304, -4.889703, 2.304906], [-2.252762, -2.672535, 1.337515], [3.966967, 2.300874, -3.791011], [4.498921, 2.265701, -2.478923], [3.460506, 2.191769, -1.201525], [3.040780, 0.610218, -1.211819], [4.044118, -0.409424, -1.095200], [4.642487, 2.181823, -0.110462], [4.698997, 3.186463, 0.905542], [4.737811, 2.702340, -4.446262], [3.081225, 2.943299, -3.850412], [3.702761, 1.297403, -4.134556], [3.695795, -1.272960, -1.662188], [4.172305, -0.670385, -0.044321], [4.996758, -0.069409, -1.500008], [3.741750, 3.282652, 1.413308], [5.011699, 4.140819, 0.474121], [5.435642, 2.852076, 1.630941], [2.642021, -2.439313, 4.564586], [2.197953, -2.454348, 3.252645], [2.926911, -2.882609, 2.246741], [2.105227, -2.647630, 1.227856], [0.955698, -2.101853, 1.629011], [1.028781, -2.002689, 2.939059], [3.647616, -2.557572, 4.512157], [2.441671, -1.497195, 4.913756], [2.353733, -2.852552, 0.199983], [2.668593, 3.573926, 5.100568], [2.714950, 2.801600, 3.905724], [2.469344, 1.465354, 3.952433], [1.968463, 0.754261, 5.396480], [2.708701, 0.688732, 2.475246], [2.832994, 4.602262, 4.781582], [3.451149, 3.261175, 5.792092], [1.706876, 3.473349, 5.602590], [-1.580470, -0.680755, -3.732563], [0.131941, -0.742771, -3.204697], [0.673922, 0.768036, -3.995624], [0.773341, -1.870596, -3.955916], [-1.625945, -0.504120, -4.807286], [-2.079976, 0.115820, -3.178240], [-2.021790, -1.642135, -3.476907], [0.786802, 0.571592, -5.062593], [1.625762, 1.037280, -3.548186], [-0.048206, 1.558207, -3.807331]],
  "atomic_forces_ev_per_a": [[0.1, 0.1, 0.1], [0.0, 0.0, 0.0], [0.0, 0.0, 0.0], [0.0, 0.0, 0.0], [0.0, 0.0, 0.1], [0.0, 0.0, -0.1], [0.1, 0.0, 0.0], [0.0, -0.1, 0.0], [0.0, -0.1, 0.0], [0.0, 0.0, 0.0], [0.0, 0.0, 0.0], [0.0, 0.0, 0.0], [0.0, 0.0, 0.0], [0.0, 0.0, 0.0], [0.1, 0.0, 0.0], [0.0, -0.1, -0.2], [-0.1, -0.1, 0.2], [0.1, 0.1, 0.0], [-0.1, 0.0, 0.0], [0.0, 0.0, 0.0], [0.0, 0.0, 0.0], [-0.1, 0.1, 0.1], [0.0, 0.0, 0.0], [0.0, 0.0, 0.0], [0.0, 0.0, 0.0], [0.0, 0.0, 0.0], [0.0, 0.0, 0.0], [0.0, 0.0, 0.0], [0.0, 0.0, 0.0], [0.0, 0.0, 0.0], [0.0, 0.0, 0.0], [0.0, 0.0, 0.0], [0.0, 0.0, 0.0], [0.0, 0.0, 0.0], [0.0, 0.0, 0.0], [0.0, 0.0, 0.0], [0.0, 0.0, 0.0], [0.0, 0.0, 0.0], [0.0, 0.0, 0.0], [0.0, 0.0, 0.0], [0.0, 0.0, 0.0], [0.0, 0.0, 0.0], [0.0, 0.0, 0.0], [0.0, 0.0, 0.0], [0.0, 0.0, 0.0], [-0.1, 0.0, 0.1], [0.0, 0.0, 0.0], [0.0, 0.0, -0.1], [0.0, 0.0, 0.0], [0.0, 0.0, 0.0], [0.0, 0.0, 0.0], [0.0, 0.0, 0.0], [0.0, 0.0, 0.0], [0.0, 0.0, 0.0], [0.0, 0.0, 0.0], [0.0, 0.0, 0.0], [0.0, 0.0, 0.0], [0.0, 0.0, 0.0], [0.0, 0.0, 0.0], [0.0, 0.0, 0.0], [0.0, 0.0, 0.0], [0.0, 0.0, 0.0], [0.0, 0.0, 0.0], [0.0, 0.0, 0.0], [-0.1, 0.0, 0.0], [0.1, 0.0, 0.0], [0.0, -0.1, 0.0], [0.1, 0.0, 0.0], [0.0, 0.0, 0.0], [0.0, 0.0, 0.0], [0.0, 0.0, 0.0], [-0.1, 0.0, 0.0], [0.2, -0.1, 0.0], [-0.3, 0.2, 0.0], [0.0, 0.0, 0.0], [0.0, 0.0, 0.0], [0.0, 0.0, 0.0], [0.0, 0.0, 0.0], [0.0, 0.0, 0.0], [0.0, 0.0, 0.0], [0.0, 0.0, 0.0], [0.0, 0.0, 0.0], [0.0, -0.1, 0.0], [0.0, 0.0, 0.0], [0.0, 0.0, 0.0], [0.0, 0.0, 0.0], [0.0, 0.0, 0.0], [0.0, 0.0, 0.0], [0.0, 0.0, 0.0], [-0.1, 0.0, 0.0], [0.1, 0.1, -0.1], [0.0, 0.0, 0.0], [0.1, 0.0, 0.1], [0.0, 0.0, 0.0], [0.0, 0.0, 0.0], [0.0, 0.0, 0.0], [0.0, 0.0, 0.0], [0.0, 0.0, 0.0], [0.0, 0.0, 0.0], [0.0, 0.0, 0.0], [-0.1, 0.0, 0.0], [0.0, 0.0, 0.0], [0.0, 0.0, 0.0], [0.0, -0.3, -0.2], [0.2, -0.1, 0.1], [0.0, 0.1, 0.0], [0.1, 0.1, 0.1], [-0.2, -0.2, -0.2], [0.1, -0.2, 0.0], [0.0, 0.0, 0.0], [-0.1, 0.3, 0.1], [0.0, 0.0, 0.0], [0.0, 0.0, 0.0], [0.0, -0.1, 0.0], [0.0, 0.1, 0.0], [0.0, 0.1, 0.0], [0.1, 0.2, -0.2], [0.0, 0.0, 0.0], [0.0, 0.0, 0.0], [0.0, 0.0, 0.0], [0.0, 0.0, 0.0], [0.1, 0.1, 0.0], [0.0, -0.1, -0.1], [0.0, 0.0, 0.0], [0.0, 0.0, 0.0], [0.0, 0.0, 0.0], [0.0, 0.0, 0.0], [0.0, 0.0, 0.0], [0.0, 0.0, 0.0], [-0.1, 0.1, 0.1]],
  "relative_energy_kj_mol": 9.4,
  "homo_ev": -6.7,
  "charge": 0,
  "gap_ev": 6.4,
  "e_tot_ha": -4530.918287
}

=====

Record 2
{
  "formula": "C42H64N4O14",
  "method": "wB97M-V/def2-TZVPD",
  "species": ["C", "C", "C", "N", "C", "H", "H", "H", "H", "H", "C", "C", "C", "N", "C", "H", "H", "H", "H", "H", "C", "C", "C", "N", "C", "H", "H", "H", "H", "H", "C", "C", "C", "N", "C", "H", "H", "H", "H", "H", "O", "C", "C", "C", "C", "O", "H", "H", "H", "H", "H", "H", "O", "C", "C", "C", "C", "O", "H", "H", "H", "H", "H", "H", "O", "C", "C", "C", "C", "O", "H", "H", "H", "H", "H", "H", "O", "C", "C", "C", "C", "O", "H", "H", "H", "H", "H", "H", "O", "C", "C", "C", "C", "O", "H", "H", "H", "H", "H", "H", "O", "C", "C", "C", "C", "O", "H", "H", "H", "H", "H", "H", "C", "O", "H", "H", "H", "H", "C", "O", "H", "H", "H", "H"],
  "positions_angstrom": [[0.588936, -7.894182, 0.735083], [0.346756, -8.625342, 1.965103], [-1.074324, -8.834252, 2.168253], [-1.644774, -8.033632, 1.122943], [-0.662424, -7.640632, 0.285213], [1.456916, -7.454222, 0.266623], [1.103326, -8.835792, 2.706523], [-1.772884, -9.135272, 2.934933], [-2.633444, -7.858682, 1.013243], [-0.929744, -7.048422, -0.577467], [4.295806, -2.500542, 4.559393], [5.336116, -2.183032, 5.423023], [6.578946, -2.314162, 4.917103], [6.348516, -2.913682, 3.649973], [4.947766, -3.137582, 3.494543], [3.230906, -2.519612, 4.738333], [5.035306, -1.750352, 6.365733], [7.582846, -2.214102, 5.302533], [7.044046, -3.133582, 2.951423], [4.625116, -3.613472, 2.580313], [-6.158164, 2.145438, -3.974157], [-7.104164, 1.136208, -4.396277], [-8.055404, 1.823288, -5.061537], [-7.696414, 3.110608, -5.195407], [-6.543074, 3.358558, -4.529237], [-5.386494, 1.887678, -3.263887], [-7.050064, 0.092298, -4.124767], [-9.017444, 1.506118, -5.436077], [-8.296414, 3.791458, -5.638737], [-6.063054, 4.325798, -4.508177], [-0.920204, -0.912652, 1.227273], [-1.286334, -1.088342, -0.016697], [-1.033564, 0.160658, -0.651597], [-0.586694, 1.086428, 0.256733], [-0.477314, 0.440628, 1.423293], [-0.941984, -1.647882, 2.018073], [-1.688864, -1.973562, -0.486537], [-1.241584, 0.392048, -1.685807], [-0.481064, 2.069678, 0.051383], [-0.108794, 0.955038, 2.298493], [0.984536, 4.065218, 5.559533], [1.566956, 3.678628, 6.576963], [1.459876, 2.349238, 7.157663], [2.659856, 2.306278, 8.057453], [3.156326, 3.785268, 8.274933], [2.444586, 4.454308, 7.238113], [0.525886, 2.414338, 7.715803], [1.408956, 1.576898, 6.390193], [2.508766, 1.868218, 9.044053], [3.397066, 1.745008, 7.483353], [2.966366, 4.257828, 9.238623], [4.229386, 3.815968, 8.085953], [5.981676, 4.217588, 0.708903], [5.922996, 3.021728, 0.321223], [4.684376, 2.231748, 0.221473], [5.078096, 0.934988, -0.312767], [6.509216, 0.922178, -0.597327], [6.941376, 2.149378, 0.042033], [4.368506, 2.163408, 1.262463], [3.988166, 2.839178, -0.356817], [4.847306, 0.148748, 0.406023], [4.509936, 0.848168, -1.238917], [7.009686, 0.055758, -0.164947], [6.849666, 0.932188, -1.632757], [-3.928894, 0.906348, 6.315693], [-4.778654, 0.110158, 5.911083], [-4.691064, -1.364122, 5.827933], [-5.817484, -1.757682, 4.954583], [-6.832184, -0.614222, 4.967403], [-6.004504, 0.506568, 5.353283], [-3.712244, -1.807752, 5.645753], [-4.947624, -1.720262, 6.825653], [-5.551434, -1.755262, 3.897553], [-6.178974, -2.748402, 5.230103], [-7.297914, -0.482912, 3.990703], [-7.538974, -0.897142, 5.747483], [5.776496, -3.756602, -3.346737], [4.576716, -3.679902, -3.183487], [3.529356, -3.599222, -4.300357], [2.220426, -3.798052, -3.587257], [2.586366, -3.371562, -2.220357], [3.969796, -3.708392, -2.031337], [3.628836, -2.613782, -4.755447], [3.480426, -4.383352, -5.055897], [1.250716, -3.513362, -3.995557], [2.191336, -4.886812, -3.630427], [2.573796, -2.304422, -1.998667], [2.071636, -3.840762, -1.381907], [-1.452804, -4.968172, -6.875237], [-2.454954, -4.336282, -6.592787], [-2.726004, -2.837702, -6.946067], [-3.675824, -2.563092, -5.831757], [-4.431594, -3.836732, -5.557207], [-3.500214, -4.895342, -5.862747], [-1.923174, -2.107242, -6.846117], [-3.115244, -2.638862, -7.944587], [-3.049674, -2.389622, -4.956577], [-4.459124, -1.821442, -5.988267], [-4.883204, -3.854952, -4.565337], [-5.139854, -3.890622, -6.383987], [1.294116, 2.326318, -4.899527], [1.786916, 3.373088, -5.058747], [1.385336, 4.420758, -6.087037], [2.416366, 5.472738, -5.811217], [3.496956, 4.890868, -4.829107], [2.939006, 3.634828, -4.401587], [1.234046, 4.095918, -7.116447], [0.399446, 4.771968, -5.782447], [2.899276, 5.811488, -6.727817], [1.924846, 6.343838, -5.377967], [4.532626, 4.703398, -5.112547], [3.617306, 5.695028, -4.103197], [-0.136274, 6.379378, -1.401047], [-1.491984, 6.226688, -1.463567], [0.400656, 5.511108, -1.783037], [0.204656, 7.238508, -1.978777], [0.255496, 6.526558, -0.394587], [-1.769784, 6.135588, -0.549167], [-3.307024, 4.669268, 2.997343], [-2.908604, 5.911388, 2.334223], [-4.004094, 4.238968, 2.278283], [-2.462174, 4.061278, 3.320883], [-3.981514, 4.899158, 3.822163], [-2.156064, 6.081638, 2.905443]],
  "atomic_forces_ev_per_a": [[-1.2, -0.8, 1.6], [-1.6, -0.4, 0.6], [2.0, 3.2, -2.2], [0.7, -2.1, 1.2], [-1.0, 1.8, -1.3], [0.2, -0.5, 0.3], [0.0, -0.5, -0.1], [0.7, -0.3, 0.2], [0.3, -0.2, -0.2], [0.0, -0.1, -0.1], [0.9, -2.6, -2.2], [-1.0, 2.3, 2.7], [-0.2, -1.6, -2.4], [-1.6, -0.2, 1.1], [1.7, 1.6, 0.0], [0.2, 0.1, 0.1], [0.7, 0.1, 0.3], [-0.3, 0.2, 0.0], [-0.2, -0.1, 0.3], [-0.2, 0.1, 0.1], [-0.2, -0.5, -0.3], [1.1, 0.9, 1.2], [-1.5, -1.0, -1.0], [-0.7, 1.1, -0.4], [1.0, -0.9, 0.9], [0.4, 0.5, -0.3], [-0.3, 0.1, -0.1], [0.2, -0.1, -0.2], [0.4, -0.1, 0.1], [-0.2, -0.1, 0.0], [2.0, 2.1, 5.7], [-0.4, 1.8, -4.9], [-1.1, -0.9, -1.1], [-0.6, -1.4, -1.5], [-0.3, -1.6, 1.4], [0.1, 0.1, 0.1], [0.1, 0.1, -0.1], [0.1, 0.3, 0.1], [0.2, -0.3, 0.2], [-0.1, -0.2, 0.0], [1.2, -0.4, 2.3], [-0.8, 1.8, -3.6], [-0.6, -0.1, 1.1], [1.1, -0.2, 1.2], [-0.5, -1.6, -1.1], [0.0, 1.2, -0.3], [-0.2, -0.5, 0.0], [-0.1, 0.1, 0.2], [-0.1, -0.4, -0.3], [0.4, 0.0, 0.5], [-0.4, -0.2, -0.1], [-0.1, 0.3, -0.1], [0.8, -4.3, -1.6], [0.6, 2.7, 1.3], [-0.6, 2.0, 1.1], [-2.6, -2.2, -1.3], [1.7, 0.8, 0.3], [1.5, 1.6, 0.2], [-0.5, 0.1, -0.1], [-0.3, -0.4, 0.1], [-0.3, -0.2, -0.4], [-0.1, -0.9, 0.1], [0.2, 0.3, 0.4], [-0.4, 0.3, -0.1], [-2.6, -1.8, -1.0], [1.4, 2.6, -0.3], [0.0, -0.5, 1.3], [-0.4, -0.8, -2.3], [1.1, -1.0, 1.5], [0.6, 0.3, 0.6], [0.0, 0.5, -0.4], [0.1, 0.0, 0.4], [0.7, -0.6, 0.0], [-0.4, 0.2, -0.2], [0.0, 0.4, 0.3], [-0.5, 0.9, 0.0], [-1.1, 0.2, 0.5], [1.6, -1.0, -2.6], [-0.5, 0.9, -1.0], [-0.1, -1.3, 0.0], [-0.4, 0.6, 2.4], [-0.1, -0.1, 1.2], [0.1, 0.0, -0.3], [1.4, 0.3, -0.2], [0.4, 0.7, 0.0], [-0.6, -0.3, 0.7], [-0.5, 0.3, -0.5], [-0.2, -0.2, -0.2], [-1.9, 0.9, 0.5], [1.9, -0.9, -0.8], [-0.4, -0.3, 0.4], [-1.0, 0.5, 1.3], [0.1, 0.1, -1.9], [1.3, 0.9, -0.1], [0.7, -0.8, -0.1], [-0.3, -0.7, -0.1], [-0.3, 0.6, 0.2], [0.5, 0.6, 0.1], [0.2, -0.6, -0.2], [-0.9, -0.3, 0.5], [-1.9, -2.4, 0.5], [1.1, 0.1, -1.4], [-0.2, 0.2, 1.4], [1.4, 1.0, -1.1], [-0.8, 0.7, -0.4], [0.3, 1.6, 0.4], [0.6, -0.5, 0.2], [-0.1, 0.0, 0.1], [0.0, 0.1, 0.0], [0.3, 0.0, 0.2], [-0.3, -0.1, -1.0], [-0.3, -0.7, 1.0], [2.3, 0.2, -0.1], [-1.5, -0.2, 0.4], [0.0, -0.3, -0.2], [-0.1, 0.1, -0.2], [-0.1, 0.1, 0.2], [-0.6, -0.1, -0.1], [-1.7, 0.9, -1.0], [0.7, -1.2, 1.2], [0.5, -0.8, 0.0], [-0.2, -0.1, -0.3], [0.4, 0.1, 0.5], [0.4, 1.1, -0.4]],
  "smiles": "c1cc[nH]c1.c1cc[nH]c1.c1cc[nH]c1.c1cc[nH]c1.O=C1CCCO1.O=C1CCCO1.O=C1CCCO1.O=C1CCCO1.O=C1CCCO1.O=C1CCCO1.CO.CO",
  "relative_energy_kj_mol": 435.0,
  "homo_ev": -7.8,
  "charge": 0,
  "gap_ev": 7.9,
  "e_tot_ha": -2910.932161
}